(1)
This record from OMol25 describes the molecule C28H40ClN3O3 in a non-equilibrium geometry. The level of theory is wB97M-V/def2-TZVPD.

Cartesian coordinates (Å):
C -4.2542 -2.3162 2.8389
C -3.9002 -3.2337 1.6754
C -3.2229 -2.4639 0.5434
C -2.8145 -3.3862 -0.6028
C -2.2460 -2.6601 -1.8240
C -0.9566 -1.8818 -1.5367
C -1.2381 -0.4098 -1.2259
N -0.0551 0.2813 -0.7549
C 0.2741 0.2853 0.5479
O -0.3731 -0.3310 1.3779
C 1.5058 1.1012 0.9702
C 1.0331 2.3020 1.8248
C -0.1342 3.1488 1.2904
C -1.5337 2.5743 1.5654
C -2.0874 2.5072 0.1635
C -3.3891 1.9792 -0.1890
C -3.8317 2.0369 -1.5138
C -5.0484 1.4984 -1.8745
C -5.8416 0.8958 -0.9069
Cl -7.3622 0.2111 -1.3537
C -5.4252 0.8379 0.4141
C -4.2044 1.3778 0.7703
N -1.2547 2.9166 -0.7133
O -0.0815 3.3082 -0.1444
C 2.4085 1.5818 -0.1746
C 3.0925 0.4212 -0.9081
N 3.8415 -0.3792 0.0282
C 5.1812 -0.5707 0.0577
O 5.7133 -1.2357 0.9276
C 5.9928 0.0742 -1.0456
C 6.3141 1.5321 -0.7904
C 7.0524 -0.7880 -1.6669
C 5.8273 -0.4269 -2.4528
C 3.0133 -0.9282 1.0809
C 2.3521 0.1902 1.8815
H -4.9542 -1.5481 2.5175
H -4.7100 -2.8795 3.6502
H -3.3591 -1.8275 3.2171
H -3.2285 -4.0198 2.0274
H -4.8065 -3.7160 1.3006
H -2.3430 -1.9626 0.9487
H -3.9115 -1.7015 0.1676
H -2.0731 -4.1012 -0.2381
H -3.6896 -3.9583 -0.9233
H -2.9987 -1.9752 -2.2219
H -2.0461 -3.4087 -2.5937
H -0.4447 -2.3271 -0.6824
H -0.2846 -1.9383 -2.3965
H -1.9967 -0.3475 -0.4444
H -1.6080 0.1054 -2.1138
H 0.4196 0.8882 -1.4000
H 1.8937 2.9570 1.9742
H 0.7261 1.9301 2.8043
H -0.0398 4.1572 1.7144
H -2.1345 3.2263 2.2000
H -1.4916 1.5825 2.0158
H -3.2001 2.5114 -2.2477
H -5.3876 1.5411 -2.8976
H -6.0547 0.3712 1.1555
H -3.8808 1.3152 1.7972
H 1.8628 2.2139 -0.8757
H 3.1905 2.2036 0.2701
H 3.7502 0.8093 -1.6837
H 2.3447 -0.2265 -1.3828
H 5.4129 2.1406 -0.7325
H 6.8524 1.6286 0.1513
H 6.9423 1.9231 -1.5880
H 7.1492 -1.7997 -1.3049
H 7.9908 -0.3279 -1.9365
H 5.0990 -1.2021 -2.6419
H 5.9286 0.2822 -3.2625
H 3.6549 -1.5318 1.7247
H 2.2454 -1.5704 0.6340
H 1.7092 -0.2518 2.6434
H 3.1240 0.7844 2.3742

Cartesian forces (eV/Å) of the 6 atoms listed first:
C 0.02 -0.26 -0.09
C 0.05 0.33 -0.03
C -0.05 -0.52 0.01
C -0.11 0.34 -0.11
C 0.20 -0.23 0.12
C -0.25 0.16 -0.10

Properties
Kohn-Sham gap: 8.9 eV
SMILES: CCCCCCCNC(=O)C1(C[C@@H]2CC(c3ccc(Cl)cc3)=NO2)CCN(C(=O)C2(C)CC2)CC1

=====

(2)
This record from OMol25 describes a structure of composition C28H40FeNO2 in a non-equilibrium geometry. The level of theory is wB97M-V/def2-TZVPD.

Cartesian coordinates (Å):
O 3.5497 0.0968 -1.5120
C 3.0545 0.2302 -2.9247
C 3.9645 -0.9063 -3.3803
H 3.1550 1.2446 -3.3897
H 1.9909 -0.0549 -2.8317
C 4.1856 -1.1907 -1.8246
H 4.8906 -0.4830 -3.7784
H 3.5027 -1.6815 -4.0097
C 5.5318 -1.0339 -1.1402
H 6.0404 -0.1307 -1.4915
H 6.2215 -1.8865 -1.2419
H 5.3388 -0.8424 -0.0677
C 3.3724 -2.3605 -1.2690
H 2.3211 -2.3275 -1.5984
H 3.4070 -2.3396 -0.1644
H 3.7648 -3.3442 -1.5457
Fe -1.2758 -1.0071 -0.1255
C -2.2335 -1.7309 -1.7607
C -2.5234 -0.3318 -1.5363
C -1.2774 0.4065 -1.6328
H -3.5328 0.0851 -1.5471
C -0.2289 -0.5298 -1.8709
C -0.8197 -1.8473 -2.0176
H -0.3039 -2.7499 -2.3397
H -2.9680 -2.5458 -1.8340
H -1.1907 1.4959 -1.6504
H 0.8194 -0.2603 -1.9874
C -1.3932 -1.9486 1.6518
C -0.7989 -2.7794 0.6504
C 0.3703 -2.0901 0.1535
H -1.1365 -3.7731 0.3731
C 0.5020 -0.8434 0.8525
C -0.5430 -0.7954 1.8195
H -0.6220 -0.0817 2.6328
H -2.2510 -2.2467 2.2505
H 1.0848 -2.4769 -0.5366
H 1.2947 -0.1092 0.7053
O 2.3479 2.4822 -0.2951
C 3.7607 2.2935 -0.2618
C 4.5612 3.5661 -0.5537
H 4.0470 1.6293 -1.0659
H 4.0143 1.7579 0.6664
C 3.5634 4.6748 -0.2467
H 4.8034 3.5776 -1.6285
H 5.5174 3.6153 -0.0142
C 2.2382 3.9280 0.0713
H 3.4047 5.3382 -1.1030
H 3.8922 5.3064 0.5847
H 1.3797 4.3796 -0.4579
H 2.0244 4.0387 1.1579
C -5.4049 -3.0115 1.9653
N -4.5157 -1.8701 2.1998
C -4.8172 -1.1958 3.4695
C -4.3939 -1.0324 1.0155
C -3.6868 0.2915 1.2591
C -4.4145 1.3371 1.8475
C -3.7857 2.5499 2.1565
C -2.4392 2.7413 1.8056
C -1.7435 1.7239 1.1202
C -2.3758 0.5040 0.8653
H -6.4707 -2.7132 1.8789
H -5.3160 -3.6888 2.8221
H -5.1055 -3.5285 1.0419
H -4.0093 -0.4973 3.7343
H -5.7856 -0.6495 3.4354
H -4.8859 -1.9954 4.2254
H -3.8175 -1.6216 0.2597
H -5.3762 -0.8365 0.5090
H -5.4791 1.1679 2.0224
H -4.3656 3.3369 2.6445
H -1.9190 3.6863 1.9944
H -0.7106 1.8839 0.7939

Cartesian forces (eV/Å) of the 6 atoms listed first:
O -0.85 -1.48 -2.18
C -0.59 -0.20 1.37
C 0.59 0.14 1.09
H 0.11 -0.79 0.66
H 0.88 0.39 -1.01
C -0.62 0.44 -0.29

Properties
Kohn-Sham gap (spin up / spin down): 3.8 / 6.1 eV
Net charge: -1
Multiplicity: 5

=====

(3)
This record from OMol25 describes a structure of composition C28H40GeN3O7S2Sr in a non-equilibrium geometry. The level of theory is wB97M-V/def2-TZVPD.

Cartesian coordinates (Å):
Sr -0.0987 -0.6839 1.1163
C 0.9534 -3.3950 3.6284
C 2.2130 -2.6066 3.2775
C 3.3469 -3.5631 2.9301
C 2.6201 -1.6953 4.4311
O 1.8985 -1.7535 2.1674
Ge 2.5200 -1.8782 0.4045
O 0.6689 -2.4707 -0.0209
C -0.0122 -2.3734 -1.2929
C -0.7424 -0.9716 -1.4378
C 0.9823 -2.5161 -2.4262
C -1.0514 -3.4791 -1.3308
O 2.0096 0.0055 0.2705
C 2.8987 1.0809 0.6098
C 2.9881 1.9999 -0.6055
C 2.2833 1.8220 1.7974
C 4.2861 0.5690 0.9843
H 1.1198 -4.0382 4.4945
H 0.1328 -2.7130 3.8626
H 0.6513 -4.0191 2.7863
H 3.5738 -4.2025 3.7834
H 3.0811 -4.2073 2.0911
H 4.2536 -3.0170 2.6655
H 2.7397 -2.2642 5.3547
H 3.5685 -1.2019 4.2115
H 1.8669 -0.9230 4.5936
H 0.0086 -0.1613 -1.3569
H -1.2112 -0.9142 -2.4150
H -1.5584 -0.8306 -0.6967
H 1.7126 -1.7038 -2.4283
H 1.5239 -3.4571 -2.3200
H 0.4739 -2.5005 -3.3837
H -1.7701 -3.3671 -0.5173
H -1.5932 -3.4666 -2.2766
H -0.5581 -4.4447 -1.2191
H 1.9943 2.3722 -0.8516
H 3.6326 2.8575 -0.4061
H 3.3868 1.4596 -1.4637
H 1.2971 2.2106 1.5328
H 2.1688 1.1566 2.6573
H 2.9010 2.6675 2.1048
H 4.7596 0.0484 0.1515
H 4.9245 1.4061 1.2690
H 4.2322 -0.1127 1.8338
C -2.5083 4.3632 0.5745
C -2.3328 3.7627 1.8072
C -1.7421 2.5072 1.8624
N -1.3326 1.8463 0.7796
C -1.5044 2.4395 -0.4030
C -2.0833 3.6867 -0.5579
H -2.9642 5.3408 0.4956
H -2.6395 4.2486 2.7216
H -1.5726 2.0139 2.8096
H -1.1607 1.8848 -1.2630
H -2.1974 4.1115 -1.5447
O -0.4852 -1.2280 -7.1893
S -1.2303 -0.8097 -6.0452
O -2.2239 -1.6554 -5.4586
N -0.1474 -0.3573 -4.8256
C -0.2364 0.8965 -4.6123
S 0.7131 1.6770 -3.3705
C -1.2194 1.6816 -5.4196
C -1.5404 3.0250 -5.3908
C -2.5287 3.4740 -6.2584
C -3.1744 2.5977 -7.1245
C -2.8509 1.2460 -7.1526
C -1.8662 0.8203 -6.2850
H -1.0407 3.7130 -4.7227
H -2.8007 4.5198 -6.2649
H -3.9426 2.9737 -7.7860
H -3.3476 0.5587 -7.8211
O -2.7490 -1.4515 2.2262
C -2.3709 -0.8959 3.2585
C -3.1740 -0.8377 4.5499
C -2.2835 -0.0134 5.4730
C -1.0517 0.2896 4.6132
O -0.1007 0.9456 4.9953
N -1.1858 -0.2520 3.3614
H -3.3533 -1.8558 4.8975
H -4.1482 -0.3914 4.3479
H -1.9696 -0.5309 6.3779
H -2.7308 0.9310 5.7837

Cartesian forces (eV/Å) of the 6 atoms listed first:
Sr -1.47 1.53 2.57
C -0.02 0.02 0.03
C -0.16 0.08 -0.08
C 0.03 -0.01 0.02
C -0.02 -0.01 0.01
O 0.23 -0.12 0.08

Properties
Kohn-Sham gap (spin up / spin down): 7.2 / 4.6 eV
Multiplicity: 2